# 1
# C8H7ClN2

A cluster of 3 separate species, C8H7ClN2 in total in a non-equilibrium geometry (the ωB97M-V functional and the def2-TZVPD basis, OMol25).

Energy above the lowest of the compared OMol25 structures with the same formula, charge and spin   87.61 kJ/mol
HOMO level   -9.64 eV
Charge   0
M   166.6 g/mol
Frontier orbital gap   9.9229 eV

Geometry (Å):
1 C 0.967 -1.192 1.338
2 C 1.982 -0.487 0.701
3 C -0.379 -1.004 0.923
4 C 1.601 0.288 -0.386
5 C -0.653 -0.270 -0.172
6 C 0.351 0.336 -0.888
7 C 0.105 1.136 -2.052
8 C -2.686 0.421 -2.861
9 N 0.040 1.854 -2.956
10 N -2.788 1.420 -3.445
11 Cl 0.102 -0.485 4.612
12 H 1.184 -1.892 2.156
13 H 2.970 -0.647 1.169
14 H -1.142 -1.600 1.524
15 H 2.399 0.861 -1.020
16 H -1.668 -0.299 -0.589
17 H 0.578 -0.717 5.936
18 H -2.962 2.276 -3.988

# 2
# C4H3FN2S

The molecule C4H3FN2S in a non-equilibrium geometry (the ωB97M-V functional and the def2-TZVPD basis, OMol25).

Energy above the lowest of the compared OMol25 structures with the same formula, charge and spin   156.51 kJ/mol
HOMO level   -8.26 eV
Charge   0
M   130.1 g/mol
Frontier orbital gap   6.6025 eV

Geometry (Å):
1 N 0.958 0.843 -1.581
2 C 0.267 0.431 -0.508
3 C -0.622 -0.656 -0.443
4 F -1.091 -1.334 -1.458
5 C -0.918 -0.811 0.960
6 S -1.732 -1.952 1.742
7 C -0.151 0.331 1.599
8 N 0.555 0.991 0.735
9 H 1.113 0.129 -2.240
10 H 1.777 1.424 -1.452
11 H -0.155 0.605 2.646

# 3
# C3H21O8

A structure of composition C3H21O8 in a non-equilibrium geometry (the ωB97M-V functional and the def2-TZVPD basis, OMol25).

HOMO level   -6.28 eV
Charge   -1
M   185.2 g/mol
Frontier orbital gap   9.6115 eV

Geometry (Å):
1 C 1.016 -1.627 -0.632
2 O -0.017 -0.685 -0.657
3 C 2.283 -1.091 -0.003
4 C 2.916 -0.002 -0.932
5 H 1.291 -1.837 -1.686
6 H 0.759 -2.513 -0.063
7 H 3.103 -1.809 0.054
8 H 2.020 -0.645 0.996
9 H 3.386 -0.562 -1.763
10 H 3.514 0.751 -0.430
11 H 2.094 0.497 -1.428
12 H -1.189 2.451 -1.753
13 H -1.048 3.024 -0.265
14 O -1.541 3.076 -1.090
15 H 0.650 1.148 -2.930
16 H 0.049 0.365 -1.528
17 O -0.097 1.099 -2.339
18 H -1.815 -1.314 1.735
19 H -1.341 -2.544 1.003
20 O -1.710 -2.307 1.863
21 H 0.464 -1.075 2.635
22 H -0.413 -2.303 2.888
23 O 0.468 -1.894 3.137
24 H -2.457 0.462 -1.747
25 H -2.182 0.552 0.666
26 O -1.414 0.162 1.120
27 H -3.013 1.669 -1.306
28 H -0.787 -0.341 0.305
29 O -3.361 0.793 -1.579
30 H -0.525 1.677 1.260
31 H -0.919 2.524 2.520
32 O -0.184 2.300 1.948

# 4
# C4H12N3O

A cluster of 2 separate species, C4H12N3O in total in a non-equilibrium geometry (the ωB97M-V functional and the def2-TZVPD basis, OMol25).

Energy above the lowest of the compared OMol25 structures with the same formula, charge and spin   883.78 kJ/mol
HOMO level   -2.66 eV
Charge   -1
M   118.2 g/mol
Frontier orbital gap   3.3971 eV

Geometry (Å):
1 C 0.101 -2.232 0.817
2 N 1.783 -0.202 0.956
3 C 1.738 0.616 -0.323
4 O 2.901 0.988 -0.922
5 C -1.031 -1.279 0.769
6 N -1.399 -0.395 -0.468
7 C -1.391 1.053 -0.352
8 N -2.727 1.549 -0.581
9 H 0.016 -2.881 1.734
10 H 0.290 -2.785 -0.039
11 H 2.787 -0.521 0.994
12 H 1.210 1.560 -0.105
13 H 1.094 0.108 -1.018
14 H -0.900 -0.496 1.565
15 H -2.073 -1.853 0.980
16 H -2.375 -0.641 -0.750
17 H -0.637 1.458 -1.016
18 H -1.102 1.362 0.671
19 H 1.084 -1.028 0.896
20 H -2.698 2.193 -1.351

# 5
# C23H30N4OP

A cluster of 5 separate species, C23H30N4OP in total (the ωB97M-V functional and the def2-TZVPD basis, OMol25).

HOMO level   -11.33 eV
Charge   +1
M   409.5 g/mol
Frontier orbital gap   8.2511 eV

Geometry (Å):
1 C -0.593 -2.586 -2.665
2 C -1.478 -1.356 -2.950
3 C -2.661 -1.221 -1.944
4 P -4.218 -1.276 -2.825
5 O -4.912 -2.684 -2.644
6 H -0.544 -3.227 -3.541
7 H -0.992 -3.193 -1.854
8 H 0.409 -2.291 -2.373
9 H -1.841 -1.421 -3.974
10 H -0.912 -0.430 -2.903
11 H -2.596 -0.295 -1.376
12 H -2.682 -2.046 -1.234
13 H -5.096 -0.255 -2.459
14 H -3.998 -1.127 -4.189
15 H -4.374 -3.291 -2.111
16 N -0.484 1.870 -2.060
17 C 0.167 2.966 -2.450
18 C 1.210 3.530 -1.731
19 C 1.601 2.930 -0.543
20 C 0.934 1.791 -0.121
21 C -0.090 1.312 -0.916
22 H -0.166 3.408 -3.382
23 H 1.704 4.420 -2.096
24 H 2.409 3.344 0.047
25 H 1.205 1.283 0.793
26 H -0.640 0.421 -0.621
27 N 2.862 5.355 1.820
28 C 2.881 6.314 0.897
29 C 2.021 7.401 0.899
30 C 1.086 7.499 1.917
31 C 1.053 6.509 2.886
32 C 1.960 5.465 2.793
33 H 3.628 6.203 0.117
34 H 2.086 8.152 0.124
35 H 0.398 8.332 1.956
36 H 0.343 6.546 3.700
37 H 1.969 4.674 3.535
38 N -2.908 -4.418 0.139
39 C -2.171 -5.513 -0.054
40 C -2.545 -6.776 0.374
41 C -3.751 -6.916 1.042
42 C -4.529 -5.790 1.255
43 C -4.066 -4.572 0.786
44 H -1.231 -5.365 -0.575
45 H -1.905 -7.626 0.189
46 H -4.077 -7.885 1.393
47 H -5.474 -5.851 1.775
48 H -4.647 -3.668 0.938
49 N 2.656 -0.536 1.690
50 C 3.353 -1.602 1.302
51 C 4.649 -1.866 1.717
52 C 5.259 -0.972 2.581
53 C 4.549 0.144 2.993
54 C 3.257 0.313 2.521
55 H 2.843 -2.278 0.624
56 H 5.165 -2.750 1.370
57 H 6.270 -1.141 2.927
58 H 4.985 0.870 3.665
59 H 2.670 1.175 2.824

# 6
# H3NO3Si

A cluster of 2 separate species, H3NO3Si in total in a non-equilibrium geometry (the ωB97M-V functional and the def2-TZVPD basis, OMol25).

Energy above the lowest of the compared OMol25 structures with the same formula, charge and spin   121.37 kJ/mol
HOMO level (spin up / spin down)   -7.53 / -11.24 eV
Charge   0
Multiplicity   3
⟨S²⟩   2.01
M   93.1 g/mol
Frontier orbital gap (spin up / spin down)   6.5860 / 9.6546 eV

Geometry (Å):
1 N 2.451 0.511 -0.094
2 O 3.625 0.605 -0.305
3 O 2.088 -0.678 0.576
4 O -0.937 -0.466 0.131
5 Si -2.280 0.102 -0.289
6 H 1.118 -0.677 0.882
7 H -2.788 1.222 0.434
8 H -3.279 -0.619 -1.335

What is the formula in the sixth record? H3NO3Si